(1)
Computed, not measured: 2 unconnected molecules or ions with the total composition C20H19NO7S, with wB97M-V/def2-TZVPD.

The geometry in XYZ format:
```
48
Properties=species:S:1:pos:R:3
C 3.84612 -2.02086 1.70100
S 4.39016 -0.34592 1.68156
O 4.76734 -0.03295 3.03319
O 5.35513 -0.13097 0.64145
C 2.92643 0.61402 1.31831
C 2.81299 1.87390 1.74189
N 3.77997 2.57022 2.48194
C 4.62290 3.20139 1.85403
O 5.47415 3.78291 1.31359
C 1.55823 2.65352 1.44354
O 1.56003 3.84711 1.56581
C 0.35436 1.89216 1.00363
C -0.95166 2.61834 1.10766
C -2.03298 2.18108 0.10931
C -2.92787 1.07315 0.61491
C -3.61665 1.20354 1.81640
C -4.45422 0.20298 2.27237
C -4.61289 -0.95632 1.52832
C -3.93231 -1.09581 0.33380
C -3.09613 -0.09053 -0.12248
C 0.51203 0.64232 0.56528
C 1.84138 0.01906 0.49840
O 2.06318 -0.93268 -0.21938
H 2.92945 -2.05619 2.28396
H 3.68767 -2.39811 0.70199
H 4.62660 -2.54948 2.23988
H -1.29529 2.45835 2.13234
H -0.74673 3.68303 1.03528
H -1.56704 1.86947 -0.82240
H -2.66594 3.04767 -0.07584
H -3.48965 2.10571 2.40099
H -4.97781 0.34072 3.20669
H -5.26360 -1.73912 1.88802
H -4.05356 -1.99214 -0.25682
H -2.57807 -0.21822 -1.06172
H -0.33017 0.06048 0.21510
O -2.88652 -1.35809 -3.42006
C -1.73773 -1.68594 -3.37133
O -1.10935 -1.92681 -2.19701
C 0.29094 -2.19248 -2.41851
C 0.37886 -2.65617 -3.86872
C -0.76046 -1.86905 -4.51772
H 0.84458 -1.27564 -2.23881
H 0.61788 -2.94199 -1.70399
H 1.35624 -2.47827 -4.31144
H 0.16890 -3.72476 -3.93132
H -0.44048 -0.88097 -4.85218
H -1.23844 -2.39163 -5.34090
```

Results
M in g/mol: 417.4
Charge: 0
Lowest unoccupied orbital energy in eV: -1.9
Energy relative to the best compared isomer or geometry (same formula, charge and spin) in eV: 1.434

---

(2)
Computed, not measured: a molecular structure, C20H19O5PScSe2Si, with wB97M-V/def2-TZVPD.

The geometry in XYZ format:
```
49
Properties=species:S:1:pos:R:3
Sc 2.04857 0.05258 0.36374
Se 0.04483 -1.83474 0.63188
P -1.16451 -0.02932 0.56191
Se -0.09466 1.85573 0.57507
C -2.22774 -0.05171 -0.91458
C -3.10204 1.01657 -1.11370
C -3.90929 1.04919 -2.23724
C -3.84252 0.02089 -3.17229
C -2.97152 -1.03875 -2.97752
C -2.16433 -1.07921 -1.84538
C -2.34288 -0.10587 1.94192
C -2.28285 0.79101 2.99818
C -3.19146 0.68318 4.04606
C -4.15403 -0.31404 4.03298
C -4.21027 -1.21610 2.97505
C -3.30578 -1.11491 1.93266
H -3.13235 1.82859 -0.39597
H -4.58355 1.88199 -2.39276
H -4.46590 0.05461 -4.05723
H -2.90816 -1.83320 -3.71042
H -1.47044 -1.89515 -1.68958
H -1.51779 1.55710 3.00401
H -3.13935 1.37842 4.87445
H -4.85903 -0.39700 4.85107
H -4.95919 -1.99827 2.96680
H -3.33911 -1.82000 1.10963
O 6.23087 0.12103 4.86648
C 5.40274 0.11996 3.99919
C 5.66445 0.05253 2.48874
O 6.75087 -0.00781 1.95889
C 4.33400 0.06264 1.89490
C 3.32519 0.13825 2.83879
O 2.09348 0.16132 2.45186
C 3.88145 0.18521 4.20031
O 3.30710 0.24609 5.26007
O 3.99081 0.01476 0.61849
C 0.79920 1.31000 -3.20821
Si 2.04474 0.10578 -2.42005
C 1.58136 -1.53561 -3.27226
C 3.68740 0.56178 -3.26358
H 0.87064 1.26494 -4.30184
H 0.97848 2.34219 -2.89340
H -0.22717 1.05864 -2.91991
H 1.63084 -1.42078 -4.36163
H 0.56388 -1.83865 -3.00674
H 2.25172 -2.35127 -2.98473
H 3.58338 0.54144 -4.35468
H 4.48016 -0.13648 -2.97918
H 4.01975 1.56241 -2.97021
```

Results
M in g/mol: 601.3
Charge: -1
Lowest unoccupied orbital energy in eV: 2.2
Energy relative to the best compared isomer or geometry (same formula, charge and spin) in eV: 0.442

---

(3)
Computed, not measured: a molecular structure, C20H20BrO12PdS2, with wB97M-V/def2-TZVPD.

The geometry in XYZ format:
```
56
Properties=species:S:1:pos:R:3
Pd 10.50242 24.38347 22.80980
Br 9.56796 25.72613 25.26639
C 10.02318 20.03049 23.42635
C 10.12972 21.37474 22.96972
C 10.89545 21.71325 21.50333
O 10.98215 22.88817 21.19784
C 11.39461 20.61314 20.73162
C 11.02785 19.36105 21.14081
C 10.39139 19.08231 22.57120
O 10.19396 17.90124 23.06207
O 11.05535 18.39119 20.26405
O 9.79055 22.33505 23.64806
H 9.59490 20.03010 24.41780
H 11.57457 20.81430 19.68588
C 11.15099 25.94191 18.93533
C 12.22334 26.62139 18.45671
C 13.27199 27.36330 19.34409
O 14.26508 27.98813 18.87509
C 13.30877 27.15521 20.66347
C 12.13027 26.45674 21.35963
C 10.98711 25.83393 20.35535
O 10.04329 25.31819 20.92862
O 11.78126 26.41270 22.55119
O 12.52905 26.48059 17.16929
H 10.35097 25.59536 18.29793
H 14.14948 27.52739 21.23012
C 14.44081 21.18186 25.73670
C 14.89801 21.28087 24.30143
C 14.97859 22.89354 24.11186
S 13.39850 23.71294 24.75595
O 12.36081 23.74469 23.77018
O 13.72241 24.86782 25.51397
C 13.24997 22.15091 25.84371
H 15.32472 21.41914 26.32873
H 14.01892 20.20062 25.95413
H 14.16809 20.83376 23.62659
H 15.79042 20.77914 23.92730
H 15.17695 23.26519 23.10656
H 15.74241 23.29285 24.77911
H 12.26134 21.71354 25.70441
H 13.16418 22.66215 26.80255
C 5.81693 21.55676 23.11102
C 5.67154 22.05401 24.62940
C 6.61528 23.33883 24.81936
S 6.80304 24.17707 23.13593
O 8.18606 24.35699 22.66113
O 5.92303 25.31807 23.06938
C 5.85731 22.78427 22.18663
H 5.08848 20.80757 22.80092
H 6.79573 21.07782 23.13703
H 5.88325 21.25605 25.34111
H 4.77930 22.64234 24.84360
H 7.58029 22.88674 25.04843
H 6.24861 24.09333 25.51534
H 6.35349 22.88904 21.22179
H 4.85084 23.16957 22.34989
```

Results
Multiplicity: 3
M in g/mol: 702.8
Charge: -3
Lowest unoccupied orbital energy (alpha / beta) in eV: 5.4 / 5.4

---

(4)
Computed, not measured: a molecular structure, C20H20Cl2N4O8Pt, with wB97M-V/def2-TZVPD.

The geometry in XYZ format:
```
55
Properties=species:S:1:pos:R:3
Pt 0.10671 0.05216 -0.19660
Cl -1.49923 -0.59224 -3.56036
O -0.71597 -1.06401 -4.61532
O -2.27974 0.50579 -4.04782
O -2.35759 -1.65395 -3.19778
O -0.67151 -0.15795 -2.44241
Cl 0.93480 -0.14203 3.61281
O -0.14598 -0.96557 3.98103
O 0.92272 1.06981 4.31606
O 2.20515 -0.84171 3.63909
O 0.76366 0.21603 2.23170
N -1.88053 -1.01294 0.35844
C -1.74845 -2.05551 1.20036
C -2.81199 -2.58351 1.93678
C -4.08082 -2.12836 1.62219
C -4.26500 -1.08008 0.69638
C -3.13461 -0.58777 0.09037
H -0.73823 -2.33905 1.45626
H -2.72625 -3.38674 2.65363
H -4.95823 -2.48286 2.14266
H -5.27197 -0.72759 0.52860
H -3.22056 0.22519 -0.61539
N 1.25679 -1.88028 -0.37547
C 2.52452 -2.13313 0.18636
C 3.29551 -3.29696 0.02931
C 2.77616 -4.24657 -0.80600
C 1.52834 -4.14898 -1.40490
C 0.78208 -2.99306 -1.14639
H 2.97304 -1.35395 0.78477
H 4.29281 -3.33926 0.44166
H 3.48146 -5.02442 -1.05881
H 1.12201 -4.97147 -1.97482
H -0.25491 -3.05619 -1.44148
N 1.82442 1.36026 -0.62335
C 2.22321 2.33804 0.24052
C 3.51620 2.84744 0.23646
C 4.40000 2.39482 -0.74889
C 3.94189 1.53442 -1.72354
C 2.64766 1.09590 -1.66154
H 1.51533 2.57475 1.02108
H 3.88228 3.50432 1.01164
H 5.40276 2.79557 -0.76557
H 4.63752 1.16739 -2.46366
H 2.25215 0.48919 -2.46272
N -1.04856 1.94658 0.21210
C -1.61155 2.39983 1.36838
C -2.41430 3.56068 1.47557
C -2.70199 4.26335 0.30613
C -2.17748 3.80951 -0.90049
C -1.37860 2.68401 -0.87445
H -1.52177 1.79509 2.25867
H -2.82286 3.90103 2.41559
H -3.24687 5.19505 0.34417
H -2.48183 4.20400 -1.85869
H -1.04182 2.31594 -1.83232
```

Results
Multiplicity: 3
M in g/mol: 710.4
Charge: 0
Lowest unoccupied orbital energy (alpha / beta) in eV: -0.2 / -1.0
Energy relative to the best compared isomer or geometry (same formula, charge and spin) in eV: 1.728

---

What did the fourth record say?
Computed, not measured: a molecular structure, C20H20Cl2N4O8Pt, with wB97M-V/def2-TZVPD.

The geometry in XYZ format:
```
55
Properties=species:S:1:pos:R:3
Pt 0.10671 0.05216 -0.19660
Cl -1.49923 -0.59224 -3.56036
O -0.71597 -1.06401 -4.61532
O -2.27974 0.50579 -4.04782
O -2.35759 -1.65395 -3.19778
O -0.67151 -0.15795 -2.44241
Cl 0.93480 -0.14203 3.61281
O -0.14598 -0.96557 3.98103
O 0.92272 1.06981 4.31606
O 2.20515 -0.84171 3.63909
O 0.76366 0.21603 2.23170
N -1.88053 -1.01294 0.35844
C -1.74845 -2.05551 1.20036
C -2.81199 -2.58351 1.93678
C -4.08082 -2.12836 1.62219
C -4.26500 -1.08008 0.69638
C -3.13461 -0.58777 0.09037
H -0.73823 -2.33905 1.45626
H -2.72625 -3.38674 2.65363
H -4.95823 -2.48286 2.14266
H -5.27197 -0.72759 0.52860
H -3.22056 0.22519 -0.61539
N 1.25679 -1.88028 -0.37547
C 2.52452 -2.13313 0.18636
C 3.29551 -3.29696 0.02931
C 2.77616 -4.24657 -0.80600
C 1.52834 -4.14898 -1.40490
C 0.78208 -2.99306 -1.14639
H 2.97304 -1.35395 0.78477
H 4.29281 -3.33926 0.44166
H 3.48146 -5.02442 -1.05881
H 1.12201 -4.97147 -1.97482
H -0.25491 -3.05619 -1.44148
N 1.82442 1.36026 -0.62335
C 2.22321 2.33804 0.24052
C 3.51620 2.84744 0.23646
C 4.40000 2.39482 -0.74889
C 3.94189 1.53442 -1.72354
C 2.64766 1.09590 -1.66154
H 1.51533 2.57475 1.02108
H 3.88228 3.50432 1.01164
H 5.40276 2.79557 -0.76557
H 4.63752 1.16739 -2.46366
H 2.25215 0.48919 -2.46272
N -1.04856 1.94658 0.21210
C -1.61155 2.39983 1.36838
C -2.41430 3.56068 1.47557
C -2.70199 4.26335 0.30613
C -2.17748 3.80951 -0.90049
C -1.37860 2.68401 -0.87445
H -1.52177 1.79509 2.25867
H -2.82286 3.90103 2.41559
H -3.24687 5.19505 0.34417
H -2.48183 4.20400 -1.85869
H -1.04182 2.31594 -1.83232
```

Results
Multiplicity: 3
M in g/mol: 710.4
Charge: 0
Lowest unoccupied orbital energy (alpha / beta) in eV: -0.2 / -1.0
Energy relative to the best compared isomer or geometry (same formula, charge and spin) in eV: 1.728

---

Copy entry 1 word for word.
Computed, not measured: 2 unconnected molecules or ions with the total composition C20H19NO7S, with wB97M-V/def2-TZVPD.

The geometry in XYZ format:
```
48
Properties=species:S:1:pos:R:3
C 3.84612 -2.02086 1.70100
S 4.39016 -0.34592 1.68156
O 4.76734 -0.03295 3.03319
O 5.35513 -0.13097 0.64145
C 2.92643 0.61402 1.31831
C 2.81299 1.87390 1.74189
N 3.77997 2.57022 2.48194
C 4.62290 3.20139 1.85403
O 5.47415 3.78291 1.31359
C 1.55823 2.65352 1.44354
O 1.56003 3.84711 1.56581
C 0.35436 1.89216 1.00363
C -0.95166 2.61834 1.10766
C -2.03298 2.18108 0.10931
C -2.92787 1.07315 0.61491
C -3.61665 1.20354 1.81640
C -4.45422 0.20298 2.27237
C -4.61289 -0.95632 1.52832
C -3.93231 -1.09581 0.33380
C -3.09613 -0.09053 -0.12248
C 0.51203 0.64232 0.56528
C 1.84138 0.01906 0.49840
O 2.06318 -0.93268 -0.21938
H 2.92945 -2.05619 2.28396
H 3.68767 -2.39811 0.70199
H 4.62660 -2.54948 2.23988
H -1.29529 2.45835 2.13234
H -0.74673 3.68303 1.03528
H -1.56704 1.86947 -0.82240
H -2.66594 3.04767 -0.07584
H -3.48965 2.10571 2.40099
H -4.97781 0.34072 3.20669
H -5.26360 -1.73912 1.88802
H -4.05356 -1.99214 -0.25682
H -2.57807 -0.21822 -1.06172
H -0.33017 0.06048 0.21510
O -2.88652 -1.35809 -3.42006
C -1.73773 -1.68594 -3.37133
O -1.10935 -1.92681 -2.19701
C 0.29094 -2.19248 -2.41851
C 0.37886 -2.65617 -3.86872
C -0.76046 -1.86905 -4.51772
H 0.84458 -1.27564 -2.23881
H 0.61788 -2.94199 -1.70399
H 1.35624 -2.47827 -4.31144
H 0.16890 -3.72476 -3.93132
H -0.44048 -0.88097 -4.85218
H -1.23844 -2.39163 -5.34090
```

Results
M in g/mol: 417.4
Charge: 0
Lowest unoccupied orbital energy in eV: -1.9
Energy relative to the best compared isomer or geometry (same formula, charge and spin) in eV: 1.434

---

- Number 3 is which compound?
  C20H20BrO12PdS2